[1]
A 27-piece molecular cluster, C20H90ClNO28PS overall in a non-equilibrium geometry, computed with the ωB97M-V functional and the def2-TZVPD basis.

Calculated values
Lowest unoccupied orbital energy, eV: -3.33
Gap between HOMO and LUMO, Eh: 0.211
Molecular weight, g mol⁻¹: 891.4
Charge: +1

```
142
Properties=species:S:1:pos:R:3:forces:R:3
O -8.833478 5.255681 -2.541374 1.49 -3.17 -2.28
S -8.599329 3.952377 -3.248449 -4.55 0.36 2.62
O -9.846520 3.173577 -3.556885 3.85 1.82 0.27
Cl -7.498993 4.218407 -5.028797 -0.37 -0.12 0.98
C -7.510376 2.908868 -2.133794 1.35 -0.10 0.20
C -7.961696 2.952877 -0.594427 0.29 0.25 0.70
C -7.521907 1.547413 0.104019 -1.26 0.42 -0.17
C -5.977781 1.169055 -0.185817 -0.87 -0.56 -0.39
P -5.070784 0.516779 1.367907 0.60 0.13 -2.54
C -3.264960 0.247530 0.803150 0.40 0.75 -0.37
C -2.179628 0.601067 1.937835 -0.80 -0.04 0.93
C -1.623431 -0.655140 2.765272 1.05 -0.28 -0.26
C -1.228416 -1.933783 1.882332 0.63 -0.35 0.57
C 0.065255 -1.698678 0.933639 -0.44 -1.03 -0.38
C 1.435925 -2.287429 1.578050 -0.30 0.14 0.01
C 2.380288 -3.043461 0.521383 1.41 0.09 0.80
C 3.597326 -2.096418 -0.000503 -0.74 0.01 -0.73
C 3.494716 -1.835498 -1.600142 0.52 -0.35 1.05
C 4.785266 -0.973633 -2.021564 0.24 -0.97 -0.44
C 4.562677 -0.017371 -3.290187 0.40 -0.38 0.05
C 4.264213 1.536149 -2.900995 0.14 -1.38 -1.24
N 3.683027 1.619276 -1.521846 -0.35 1.21 3.51
C 2.359678 1.252164 -1.065688 1.07 0.89 3.48
C 2.274075 1.483590 0.461461 2.70 0.55 -2.39
C 3.645997 2.053291 0.948122 -1.29 -1.45 -5.83
C 4.445164 2.107583 -0.389924 -2.51 -0.32 3.27
H -7.470980 1.817884 -2.492347 -0.37 1.81 0.06
H -6.453742 3.365123 -2.244343 -1.72 -0.72 0.05
H -7.420515 3.809174 -0.036583 -0.79 -1.31 -1.12
H -9.086391 3.168506 -0.447334 1.79 -0.65 -0.41
H -8.255299 0.766232 -0.335316 1.53 0.97 0.64
H -7.776221 1.585771 1.229387 0.61 0.19 -1.76
H -5.376353 2.034824 -0.623136 -0.75 -1.05 0.87
H -6.002363 0.350793 -1.002377 0.48 1.14 1.45
H -5.184395 1.559740 2.342911 -0.09 -0.64 -0.13
H -5.728829 -0.706146 1.723330 0.41 0.86 0.15
H -3.147112 -0.777017 0.316939 -0.23 1.30 0.82
H -3.111208 1.020765 -0.046424 -0.53 -1.22 1.26
H -2.720724 1.283482 2.702073 1.08 -0.92 -1.21
H -1.361867 1.262764 1.477352 -1.17 -1.36 0.71
H -2.299055 -1.003654 3.623503 0.60 0.73 -1.31
H -0.643459 -0.298073 3.270163 -1.59 -0.54 -0.73
H -0.919399 -2.766919 2.624458 -0.63 1.37 -1.15
H -2.127569 -2.382867 1.303694 1.36 0.94 0.78
H 0.167491 -0.602757 0.610077 -0.06 -1.54 0.57
H -0.128453 -2.306000 -0.026944 0.35 0.97 1.34
H 1.214829 -3.035335 2.428366 -0.04 1.18 -1.33
H 1.995892 -1.409209 2.068231 -0.62 -1.36 -0.78
H 1.821472 -3.541053 -0.350282 0.56 0.98 1.27
H 2.892026 -3.912299 1.089984 -1.02 1.30 -0.84
H 3.600863 -1.097056 0.571067 -0.14 -1.37 -0.97
H 4.601713 -2.599109 0.193718 -1.39 0.71 -0.28
H 3.498627 -2.887650 -2.081415 0.05 1.87 0.54
H 2.496154 -1.362056 -1.891371 1.39 -0.40 0.53
H 5.201852 -0.433984 -1.092240 -0.75 -0.56 -1.55
H 5.600300 -1.747236 -2.304097 -1.24 1.30 0.44
H 5.514680 -0.082752 -3.938664 -1.50 0.41 1.06
H 3.721744 -0.463251 -3.933043 0.97 0.73 1.01
H 3.544656 1.949952 -3.703843 1.14 -0.36 1.71
H 5.277527 2.081929 -2.986467 -1.84 -0.61 0.64
H 1.536737 0.828409 -1.737596 1.70 0.81 0.99
H 1.388996 1.270094 1.151782 1.33 0.28 -1.39
H 3.986899 2.339036 1.994092 -0.46 -0.50 -1.77
H 5.504328 2.509880 -0.319229 -1.55 -0.86 -1.20
O 4.250048 3.637847 -5.121106 0.06 0.47 0.23
H 4.192663 4.424366 -4.564231 -0.08 -0.11 -0.08
H 5.178428 3.372288 -5.056618 -0.03 0.01 -0.28
O -6.469379 2.851757 3.156065 -0.28 -0.05 -0.25
H -6.315838 3.799910 3.275089 0.19 -0.07 0.01
H -6.858049 2.571495 3.995073 0.21 0.14 0.03
O -2.022366 3.561917 1.964114 -0.06 0.15 -0.33
H -1.432489 4.021751 1.350648 0.09 0.07 0.20
H -2.751858 3.265089 1.407433 0.08 0.19 0.08
O 1.836984 4.931149 1.250464 -0.14 -0.13 0.23
H 2.122245 4.036010 1.014393 0.11 0.02 -0.14
H 2.098620 5.023618 2.174366 -0.02 0.04 -0.16
O 7.807583 -0.403225 -3.460992 0.11 0.07 0.21
H 8.087544 -1.297811 -3.698206 0.24 0.08 -0.08
H 8.072142 -0.314256 -2.536140 -0.09 -0.07 -0.07
O -6.200395 5.238222 -8.167088 0.16 0.09 0.33
H -6.048308 6.184747 -8.046718 -0.09 -0.08 -0.12
H -6.589358 4.955511 -7.330571 -0.05 0.09 -0.26
O 4.962598 -4.498188 -1.097629 -0.09 -0.57 -0.10
H 4.809740 -4.678557 -2.034255 0.13 0.02 0.08
H 4.156378 -4.811930 -0.664412 0.09 0.01 0.06
O 7.607112 1.572858 0.269311 0.07 -0.05 -0.20
H 8.124407 2.387982 0.267143 -0.12 -0.08 0.28
H 7.099842 1.622041 1.088731 0.14 0.00 -0.09
O 5.650780 1.688410 -6.350451 -0.04 -0.38 -0.11
H 5.498461 1.509695 -7.286239 0.09 0.11 0.12
H 4.845297 1.375836 -5.919039 0.09 0.06 -0.06
O -5.990127 -1.651522 4.006284 -0.26 -0.02 -0.43
H -6.412722 -1.643320 4.876490 0.23 -0.04 0.05
H -6.340882 -2.446381 3.584601 0.06 0.05 0.12
O 2.629363 -6.426653 1.042983 0.15 -0.13 0.08
H 3.361542 -6.674958 1.620200 -0.05 -0.01 -0.19
H 1.855522 -6.451870 1.622044 -0.20 0.23 0.09
O 0.341575 -5.639255 -1.338263 -0.02 0.01 0.22
H 1.075752 -5.888211 -0.759839 -0.02 -0.02 -0.05
H -0.430016 -5.665586 -0.759615 0.14 0.00 -0.07
O -6.305405 0.948698 -5.925825 -0.22 0.11 0.02
H -6.865255 0.460918 -6.542788 0.13 0.02 0.07
H -6.617980 1.859082 -5.996007 0.07 -0.15 -0.03
O -5.555289 3.546317 5.696288 0.18 0.15 0.24
H -5.601733 4.338965 6.246065 -0.07 -0.12 -0.05
H -4.634116 3.266704 5.767302 -0.13 0.04 -0.06
O -5.857216 5.773357 1.736943 -0.05 -0.29 -0.26
H -5.271136 6.232378 1.121963 -0.02 0.03 0.20
H -6.587775 5.473374 1.181972 0.01 0.20 0.11
O 7.629179 -5.071103 -1.661032 0.34 -0.14 0.28
H 8.362283 -5.315612 -1.083138 -0.06 0.01 -0.15
H 6.851974 -5.100509 -1.080920 -0.13 0.22 -0.26
O 5.207644 1.061409 3.950955 -0.22 -0.12 0.10
H 4.787390 1.054682 4.819771 0.13 0.04 -0.09
H 4.869878 0.264885 3.521421 0.10 0.13 -0.06
O 0.055766 -5.951027 2.538188 -0.04 -0.20 -0.23
H -0.572571 -6.683099 2.465625 0.06 0.00 0.19
H -0.316964 -5.390664 3.230239 -0.07 0.04 0.09
O 9.506045 -3.048380 -3.732779 -0.03 -0.28 0.17
H 9.027191 -3.758706 -3.282189 -0.11 0.10 0.00
H 10.414178 -3.370444 -3.778710 -0.11 0.18 -0.07
O -4.858765 -2.224108 6.409672 0.21 0.31 0.15
H -4.567355 -1.713946 7.176265 -0.07 -0.20 0.01
H -4.347687 -1.858307 5.676417 -0.13 -0.12 0.01
O -1.864783 -4.387065 4.302523 -0.30 0.31 -0.15
H -2.258439 -4.225629 5.171058 0.21 -0.37 0.09
H -2.590183 -4.233750 3.684475 0.17 -0.06 0.00
O 7.683043 2.766623 -3.495655 0.02 -0.10 0.20
H 7.964865 1.871176 -3.734621 -0.14 -0.03 -0.11
H 7.947543 2.855623 -2.571797 -0.07 0.00 -0.14
O -1.566737 -8.494105 3.780433 0.03 0.04 0.23
H -0.838092 -8.746571 4.361082 -0.04 0.01 -0.16
H -2.341351 -8.513259 4.355735 0.06 0.04 -0.16
O -1.967196 -5.747501 6.878561 0.07 -0.26 0.13
H -2.454353 -6.446864 7.331326 -0.01 0.19 -0.01
H -1.061724 -6.080054 6.840902 -0.10 0.13 -0.05
O -3.984559 5.611896 -5.671211 -0.24 -0.08 -0.08
H -4.139208 5.427573 -6.607628 0.08 -0.03 0.07
H -4.794314 5.316908 -5.238349 0.13 0.07 -0.02
O 7.767758 4.071892 1.722377 0.03 0.31 0.20
H 8.285496 4.886693 1.719255 -0.05 -0.12 -0.06
H 7.259907 4.120711 2.541978 0.04 -0.09 -0.12
```
Positions in Å, forces in eV/Å.

=====

[2]
C21H11F5NO4SeY as an isolated structure, computed with the ωB97M-V functional and the def2-TZVPD basis.

Calculated values
Lowest unoccupied orbital energy, eV: -0.26
Energy above the lowest of the compared OMol25 structures with the same formula, charge and spin, kcal per mole: 2.9
Gap between HOMO and LUMO, Eh: 0.326
Molecular weight, g mol⁻¹: 604.2

```
44
Properties=species:S:1:pos:R:3:forces:R:3
Y 0.353249 1.065199 0.838495 0.25 0.03 0.24
O -1.464239 0.061892 -0.148220 -0.05 -0.15 -0.08
C -2.757159 0.765187 -0.133722 -0.02 0.08 0.00
C -2.453284 2.228515 0.311444 -0.05 -0.03 -0.01
O -3.363886 3.008787 0.388982 0.01 -0.01 0.00
O -1.197004 2.464474 0.574367 -0.05 0.06 0.02
C -3.334160 0.791337 -1.534979 -0.01 -0.02 0.00
C -2.559828 0.480956 -2.645213 0.00 0.01 0.00
C -3.108873 0.552536 -3.920117 0.00 0.00 0.00
C -4.426070 0.942529 -4.090182 -0.01 0.00 0.00
C -5.198236 1.264698 -2.980501 0.01 0.00 -0.01
C -4.657463 1.190044 -1.709168 0.00 0.00 0.00
C -3.613154 0.039975 0.888337 0.00 -0.01 0.00
C -4.304173 -1.108737 0.510986 0.00 0.01 0.00
C -4.971672 -1.868572 1.460499 0.00 0.00 0.00
C -4.954254 -1.484214 2.793113 0.00 0.00 0.00
C -4.269481 -0.338779 3.173644 0.00 0.01 0.00
C -3.600010 0.420619 2.226510 0.00 -0.01 0.00
H -1.640901 -0.885354 -0.225799 -0.01 0.00 -0.02
H -1.523384 0.193986 -2.528711 0.00 0.00 0.00
H -2.496950 0.308089 -4.778397 0.00 0.00 0.00
H -4.851910 1.000712 -5.083206 0.00 0.00 0.00
H -6.225840 1.578964 -3.107076 0.00 0.00 0.00
H -5.252540 1.453792 -0.845258 0.00 0.00 0.00
H -4.335506 -1.400692 -0.532386 0.00 0.00 0.00
H -5.509840 -2.756858 1.156825 0.00 0.00 0.00
H -5.477703 -2.073820 3.534299 0.00 0.00 0.00
H -4.255027 -0.033134 4.211390 0.00 0.00 0.00
H -3.072974 1.314072 2.537610 0.00 0.00 0.00
Se 3.168557 2.015345 1.123292 0.05 0.02 -0.04
C 2.571388 1.257822 -0.404401 -0.07 0.01 0.03
N 1.839114 0.751918 -1.163662 0.02 -0.02 -0.07
F 1.801996 -4.698123 4.304786 0.00 0.01 0.00
C 1.381383 -3.484589 3.944388 0.00 0.01 -0.02
C 1.465068 -3.081012 2.622284 -0.01 -0.01 0.01
F 1.962112 -3.893933 1.692849 0.00 0.00 -0.01
C 1.015968 -1.820419 2.298714 0.00 0.02 0.01
F 1.073885 -1.374520 0.995936 0.00 -0.04 0.00
C 0.488093 -0.911417 3.211220 -0.02 -0.05 -0.03
O 0.089579 0.271537 2.793508 -0.03 0.07 -0.01
C 0.414251 -1.352641 4.532783 0.00 0.02 0.02
F -0.086884 -0.548502 5.471427 0.00 -0.01 0.00
C 0.855179 -2.616287 4.888846 -0.01 0.00 0.00
F 0.772716 -3.008933 6.158327 0.00 0.00 0.00
```
Positions in Å, forces in eV/Å.

=====

[3]
C21H12Cl5F6N6O2OsS as an isolated structure in a non-equilibrium geometry, computed with the ωB97M-V functional and the def2-TZVPD basis.

Calculated values
Lowest unoccupied orbital energy (alpha / beta), eV: -2.94 / -5.94
Energy above the lowest of the compared OMol25 structures with the same formula, charge and spin, kcal per mole: 24.6
Multiplicity: 5
Expectation value of S²: 6.053
Gap between HOMO and LUMO (alpha / beta), Eh: 0.269 / 0.204
Molecular weight, g mol⁻¹: 893.9
Charge: +1

```
54
Properties=species:S:1:pos:R:3:forces:R:3
Os 0.702472 0.026892 -0.268344 -1.08 0.31 0.76
C -0.696317 4.239230 2.792539 -0.08 -0.01 -0.11
N -1.281716 3.918392 1.490775 0.04 0.18 0.21
C -2.158974 4.727514 0.793372 0.15 0.04 0.31
C -2.448826 4.108504 -0.348681 0.08 -0.24 -0.12
N -1.746365 2.887257 -0.362783 -0.01 -0.10 -0.42
C -1.018557 2.794898 0.796266 -0.18 0.16 -0.08
S 0.019040 1.631390 1.462812 0.17 -0.26 -0.04
C -1.853043 1.980744 -1.471659 0.02 0.22 0.35
C -2.818194 2.250826 -2.438614 -0.11 0.03 0.03
C -2.955769 1.411636 -3.521272 -0.10 0.07 -0.07
C -2.133332 0.306004 -3.622378 0.02 -0.05 -0.02
C -1.212976 0.110608 -2.623321 -0.06 0.01 0.07
N -1.051608 0.926400 -1.560838 0.31 -0.41 -0.18
H -1.095885 5.198101 3.109289 0.01 0.00 0.00
H 0.386591 4.297273 2.711596 0.02 0.00 -0.04
H -0.955041 3.474274 3.520838 -0.03 -0.02 -0.02
H -2.496787 5.677746 1.170984 0.06 -0.07 0.01
H -3.081364 4.450262 -1.140330 0.05 -0.04 -0.05
H -3.481308 3.092639 -2.353563 -0.02 -0.02 0.02
H -3.708333 1.620368 -4.270654 0.02 0.00 0.03
H -2.205200 -0.394323 -4.442349 0.01 0.02 0.03
H -0.576108 -0.757311 -2.655417 0.07 -0.04 0.04
Cl 5.032999 -5.989253 -0.570256 0.06 -0.10 0.00
C 4.238219 -4.562195 -0.167834 -0.05 0.06 -0.04
C 3.327993 -3.988173 -1.109362 0.18 -0.23 0.06
Cl 3.065762 -4.754996 -2.610137 0.01 -0.01 0.02
C 2.683372 -2.835396 -0.796139 -0.14 0.30 0.17
Cl 1.594377 -2.100864 -1.897305 0.19 -0.16 -0.15
C 2.894566 -2.171563 0.477226 0.13 -0.31 -0.01
O 2.318876 -1.125619 0.806605 -0.23 0.38 -0.03
C 3.834304 -2.786741 1.407936 -0.13 0.10 -0.12
Cl 4.067626 -2.004513 2.889112 0.00 0.02 0.01
C 4.483675 -3.949323 1.083886 0.00 -0.11 -0.11
Cl 5.580646 -4.662805 2.178483 0.00 -0.01 -0.01
C -1.273498 -1.678855 2.559975 0.00 -0.04 0.07
C -1.421467 -1.995938 1.079255 -0.01 0.13 0.10
O -0.530418 -1.318993 0.284746 0.16 -0.21 -0.37
C -1.140667 -3.500510 0.846570 0.03 0.11 -0.09
F 0.119407 -3.773726 1.243570 0.05 0.00 0.03
F -1.964222 -4.283796 1.536183 -0.08 -0.07 0.09
F -1.219842 -3.842848 -0.441888 -0.03 0.02 -0.07
C -2.837857 -1.594586 0.602800 0.11 -0.02 0.06
F -3.003165 -0.271915 0.796007 -0.02 0.10 0.01
F -3.799876 -2.226375 1.271094 -0.06 -0.05 0.06
F -3.019471 -1.816631 -0.701292 0.00 -0.06 -0.15
H -0.245638 -1.872528 2.861331 0.00 0.00 0.00
H -1.945715 -2.295181 3.155113 0.01 0.02 0.02
H -1.498310 -0.629641 2.730106 0.00 0.03 0.00
N 2.003328 1.209091 -1.028677 0.66 0.43 -0.31
C 2.883024 1.966106 -1.298902 -0.46 -0.16 0.45
N 3.755264 2.715524 -1.700364 0.68 0.44 -0.47
C 4.577750 3.661524 -1.282512 -0.33 -0.23 0.13
N 5.306557 4.501397 -0.973604 -0.08 -0.12 -0.05
```
Positions in Å, forces in eV/Å.

=====

[4]
C21H12Cl5IrN4OS2 as an isolated structure in a non-equilibrium geometry, computed with the ωB97M-V functional and the def2-TZVPD basis.

Calculated values
Lowest unoccupied orbital energy (alpha / beta), eV: 2.24 / 0.32
Energy above the lowest of the compared OMol25 structures with the same formula, charge and spin, kcal per mole: 44.1
Multiplicity: 6
Expectation value of S²: 8.817
Gap between HOMO and LUMO (alpha / beta), Eh: 0.198 / 0.190
Molecular weight, g mol⁻¹: 770.0
Charge: -1

```
46
Properties=species:S:1:pos:R:3:forces:R:3
Ir -0.936785 -0.606074 -0.713635 -1.54 0.49 -1.29
N 0.167415 -0.128774 -5.164735 -0.51 0.01 -0.34
C 0.457215 0.266926 -3.894335 2.47 -0.89 0.05
S 2.076315 0.099826 -3.373335 -0.48 0.23 0.10
N -0.479185 0.883626 -3.238535 -1.99 1.82 -0.16
N -0.442785 1.155726 -1.934035 0.94 -0.55 0.05
C -0.852585 2.336026 -1.552135 -0.12 0.23 -0.51
C -0.881185 2.810426 -0.218635 0.26 -0.48 0.34
C -1.389885 4.094226 0.041365 -0.03 0.21 0.12
C -1.351585 4.645026 1.296365 -0.15 0.29 -0.21
C -0.749785 3.931226 2.343465 0.01 -0.22 -0.04
C -0.258685 2.672426 2.142265 0.10 0.11 0.11
C -0.338185 2.036426 0.871565 -0.28 0.45 -0.23
O 0.072315 0.844326 0.740765 0.01 -0.89 -0.11
H 0.788415 -0.809074 -5.574135 -0.04 0.14 0.12
H -0.811185 -0.213774 -5.391635 -0.03 -0.07 0.02
H -1.146385 3.040926 -2.331635 -0.05 -0.09 -0.07
H -1.820485 4.653426 -0.780335 -0.03 0.02 -0.06
H -1.773085 5.623826 1.485565 0.03 0.02 -0.07
H -0.682085 4.381126 3.323165 -0.01 0.04 0.14
H 0.201515 2.111826 2.944965 0.01 -0.07 0.05
Cl 1.906215 -2.029074 -0.168435 0.47 0.18 0.37
C 1.268815 -2.592774 -1.660835 -0.51 -0.20 -0.44
C -0.002385 -2.150074 -2.039035 0.05 0.33 0.37
C -0.463085 -2.637574 -3.260135 0.04 0.06 0.36
Cl -2.032385 -2.157074 -3.801535 -0.32 0.01 -0.06
C 0.285815 -3.484374 -4.073435 0.13 0.05 0.15
Cl -0.316485 -4.026074 -5.594335 -0.10 -0.02 -0.17
C 1.551015 -3.885474 -3.660635 -0.11 0.05 0.04
Cl 2.496915 -4.919674 -4.655235 0.14 -0.15 -0.12
C 2.042415 -3.448474 -2.435335 -0.17 0.03 0.01
Cl 3.586315 -3.978874 -1.901335 0.26 -0.05 0.07
N -1.031785 -1.887174 0.928565 0.21 -0.47 1.56
C -0.638685 -1.504374 1.961365 -0.77 -0.75 -1.45
C -0.149985 -1.028274 3.170565 0.55 0.47 1.30
C -1.029885 -0.655874 4.201265 0.11 -0.13 -0.42
C -0.528685 -0.160674 5.386165 0.12 0.06 0.20
C 0.842915 -0.025074 5.568665 -0.05 0.00 -0.10
C 1.717015 -0.399074 4.552065 0.03 0.04 0.19
C 1.237915 -0.903674 3.363065 -0.34 -0.06 -0.14
H -2.094285 -0.753774 4.041565 -0.04 0.01 0.01
H -1.210585 0.122426 6.177365 -0.01 0.03 0.00
H 1.229415 0.379626 6.494065 0.01 -0.01 0.03
H 2.783615 -0.291774 4.690165 0.06 0.02 0.01
H 1.912315 -1.182774 2.565965 -0.02 0.02 -0.02
S -3.211785 -0.229674 -0.872935 1.69 -0.34 0.21
```
Positions in Å, forces in eV/Å.

=====

What is the formula in the third record? C21H12Cl5F6N6O2OsS